(1)
A molecular structure, C36H30BrF6NO6P2S2Ti. Source: OMol25; level of theory: wB97M-V/def2-TZVPD.

Element x y z (Å)
1 Ti 0.38 -0.32 0.98
2 F 2.25 0.11 5.50
3 C 2.65 -0.96 4.82
4 F 3.91 -0.80 4.45
5 F 2.55 -2.04 5.59
6 S 1.55 -1.15 3.34
7 O 1.69 0.10 2.62
8 O 0.23 -1.41 3.85
9 N 2.22 -2.41 2.67
10 S 1.32 -3.09 1.56
11 O 2.03 -3.77 0.55
12 O 0.12 -2.28 1.22
13 C 0.43 -4.47 2.46
14 F -0.07 -5.29 1.53
15 F -0.57 -4.01 3.20
16 F 1.26 -5.16 3.24
17 C -2.97 -1.44 0.52
18 C -2.43 -1.83 -0.86
19 P -0.82 -0.97 -1.19
20 C -1.15 -0.15 -2.81
21 C -1.70 -0.91 -3.84
22 C -1.95 -0.34 -5.07
23 C -1.64 0.99 -5.30
24 C -1.07 1.75 -4.29
25 C -0.82 1.18 -3.05
26 C 0.27 -2.26 -1.92
27 C 0.09 -3.63 -1.85
28 C 1.00 -4.49 -2.45
29 C 2.11 -3.99 -3.11
30 C 2.30 -2.62 -3.19
31 C 1.38 -1.76 -2.62
32 C -3.49 0.00 0.56
33 P -2.33 1.35 0.01
34 C -1.06 1.39 1.36
35 C -0.11 2.45 1.30
36 C 0.53 2.91 2.42
37 C 0.21 2.39 3.68
38 C -0.68 1.34 3.77
39 C -1.29 0.81 2.63
40 C -3.41 2.77 0.56
41 C -4.80 2.70 0.40
42 C -5.62 3.74 0.80
43 C -5.09 4.90 1.34
44 C -3.71 5.01 1.45
45 C -2.89 3.97 1.06
46 H -2.18 -1.58 1.26
47 H -3.79 -2.11 0.79
48 H -3.15 -1.56 -1.64
49 H -2.27 -2.91 -0.91
50 H -1.91 -1.96 -3.67
51 H -2.39 -0.94 -5.86
52 H -1.84 1.43 -6.27
53 H -0.82 2.78 -4.47
54 H -0.37 1.76 -2.26
55 H -0.75 -4.05 -1.32
56 H 0.85 -5.56 -2.38
57 H 2.83 -4.67 -3.55
58 H 3.16 -2.22 -3.71
59 H 1.51 -0.69 -2.71
60 H -3.90 0.24 1.54
61 H -4.32 0.07 -0.16
62 H 0.07 2.91 0.33
63 H 1.24 3.73 2.34
64 H 0.68 2.79 4.57
65 H -0.92 0.93 4.74
66 H -2.05 0.05 2.77
67 H -5.25 1.82 -0.03
68 H -6.70 3.64 0.69
69 H -5.74 5.69 1.68
70 H -3.27 5.92 1.85
71 H -1.82 4.09 1.17
72 Br 7.54 -0.77 -0.57
73 C 5.99 0.28 -0.87
74 C 6.13 1.53 -1.46
75 C 5.01 2.31 -1.69
76 C 3.76 1.85 -1.31
77 C 3.63 0.60 -0.70
78 C 4.75 -0.20 -0.49
79 C 2.33 0.15 -0.23
80 O 1.28 0.88 -0.29
81 O 2.15 -0.98 0.32
82 H 7.12 1.88 -1.74
83 H 5.11 3.28 -2.15
84 H 2.87 2.45 -1.46
85 H 4.63 -1.17 -0.03

Output
DFT total energy, Eh: -7397.845469
⟨S²⟩: 2.0071
HOMO level (alpha / beta), eV: -6.6 / -8.2
Frontier orbital gap (alpha / beta), eV: 6.700 / 8.194
2S+1: 3
ΔE to the lowest compared entry with this formula, charge and spin, eV: 1.826



(2)
A molecular structure, C36H30BrINP2Ru. Source: OMol25; level of theory: wB97M-V/def2-TZVPD.

Element x y z (Å)
1 Ru -0.54 0.75 0.55
2 C -1.47 -1.30 2.84
3 P 0.07 -1.21 1.54
4 C 0.02 -2.83 0.80
5 C 0.73 -3.88 1.39
6 C 0.63 -5.16 0.85
7 C -0.17 -5.39 -0.26
8 C -0.88 -4.34 -0.84
9 C -0.78 -3.07 -0.32
10 C 1.48 -1.19 2.65
11 C 2.73 -1.20 2.03
12 C 3.88 -1.20 2.79
13 C 3.80 -1.19 4.18
14 C 2.56 -1.18 4.80
15 C 1.39 -1.18 4.04
16 C -2.55 -1.03 1.99
17 C -3.78 -1.83 1.74
18 C -4.26 -1.40 0.58
19 C -3.31 -0.36 0.08
20 C -3.15 0.19 -1.25
21 P -1.28 0.31 -1.58
22 C -1.06 2.01 -2.08
23 C -1.25 2.91 -1.02
24 C -0.95 4.25 -1.18
25 C -0.49 4.70 -2.41
26 C -0.30 3.81 -3.46
27 C -0.56 2.45 -3.30
28 C -0.82 -0.83 -2.87
29 C -1.73 -1.44 -3.73
30 C -1.26 -2.29 -4.72
31 C 0.10 -2.52 -4.86
32 C 1.01 -1.91 -4.01
33 C 0.55 -1.07 -3.01
34 N -2.40 -0.07 1.01
35 H -1.13 -0.42 3.40
36 H -1.54 -2.20 3.44
37 H 1.36 -3.71 2.25
38 H 1.19 -5.97 1.30
39 H -0.24 -6.39 -0.67
40 H -1.49 -4.53 -1.72
41 H -1.31 -2.26 -0.80
42 H 2.81 -1.23 0.94
43 H 4.85 -1.22 2.31
44 H 4.70 -1.19 4.77
45 H 2.49 -1.19 5.88
46 H 0.45 -1.20 4.57
47 H -4.16 -2.59 2.40
48 H -5.15 -1.73 0.05
49 H -3.43 1.25 -1.22
50 H -3.76 -0.30 -2.01
51 H -1.71 2.58 -0.07
52 H -1.09 4.94 -0.36
53 H -0.28 5.75 -2.55
54 H 0.06 4.17 -4.41
55 H -0.39 1.76 -4.11
56 H -2.79 -1.25 -3.66
57 H -1.96 -2.76 -5.40
58 H 0.46 -3.18 -5.64
59 H 2.07 -2.09 -4.12
60 H 1.26 -0.60 -2.34
61 Br 1.79 1.53 -0.06
62 C 1.87 3.29 0.70
63 C 2.67 4.22 0.08
64 C 2.75 5.50 0.61
65 C 2.03 5.84 1.74
66 C 1.22 4.90 2.36
67 C 1.14 3.62 1.84
68 I -0.07 2.21 2.83
69 H 3.23 3.95 -0.81
70 H 3.39 6.23 0.13
71 H 2.09 6.84 2.15
72 H 0.66 5.16 3.25

Output
DFT total energy, Eh: -5092.937361
HOMO level (alpha / beta), eV: -16.8 / -16.8
Frontier orbital gap (alpha / beta), eV: 4.999 / 4.998
Net charge: +3
ΔE to the lowest compared entry with this formula, charge and spin, eV: 0.149



(3)
A molecular structure, C36H30CaOPS5Sb. Source: OMol25; level of theory: wB97M-V/def2-TZVPD.

Element x y z (Å)
1 Ca 0.56 0.06 2.67
2 S 2.71 -0.15 0.99
3 S 3.79 0.43 2.63
4 S 2.93 -0.37 4.51
5 S 1.62 -1.86 4.34
6 S 0.27 2.43 1.35
7 Sb 2.09 2.37 -0.16
8 C 2.06 0.67 -1.56
9 C 0.82 0.13 -1.81
10 C 0.63 -0.72 -2.94
11 C 1.75 -1.09 -3.71
12 C 3.01 -0.57 -3.40
13 C 3.16 0.34 -2.35
14 C 3.74 3.34 0.78
15 C 3.68 4.64 1.23
16 C 4.75 5.25 1.83
17 C 5.96 4.54 1.99
18 C 6.06 3.26 1.41
19 C 4.94 2.66 0.78
20 C 1.31 4.12 -1.19
21 C 2.17 5.17 -1.61
22 C 1.63 6.26 -2.26
23 C 0.26 6.39 -2.46
24 C -0.55 5.33 -2.07
25 C -0.03 4.18 -1.48
26 H -0.02 0.41 -1.20
27 H -0.36 -1.11 -3.07
28 H 1.63 -1.74 -4.57
29 H 3.90 -0.88 -3.93
30 H 4.13 0.82 -2.21
31 H 2.73 5.17 1.18
32 H 4.67 6.26 2.22
33 H 6.76 4.95 2.62
34 H 7.01 2.72 1.43
35 H 5.11 1.70 0.28
36 H 3.26 5.15 -1.44
37 H 2.34 7.04 -2.57
38 H -0.16 7.25 -2.95
39 H -1.67 5.42 -2.10
40 H -0.68 3.34 -1.27
41 O -0.97 -1.18 1.41
42 P -2.06 -2.21 0.99
43 C -3.05 -2.82 2.36
44 C -2.72 -4.00 2.98
45 C -3.63 -4.63 3.85
46 C -4.83 -3.97 4.22
47 C -5.14 -2.79 3.60
48 C -4.21 -2.13 2.77
49 C -3.21 -1.50 -0.18
50 C -2.95 -0.21 -0.66
51 C -3.80 0.35 -1.64
52 C -4.88 -0.40 -2.12
53 C -5.16 -1.65 -1.56
54 C -4.38 -2.18 -0.58
55 C -1.22 -3.64 0.25
56 C -1.78 -4.90 -0.04
57 C -1.06 -5.88 -0.76
58 C 0.22 -5.60 -1.27
59 C 0.79 -4.37 -0.93
60 C 0.08 -3.35 -0.26
61 H -1.70 -4.44 2.80
62 H -3.35 -5.57 4.35
63 H -5.49 -4.30 5.01
64 H -6.11 -2.34 3.72
65 H -4.39 -1.14 2.44
66 H -2.12 0.32 -0.22
67 H -3.52 1.32 -2.07
68 H -5.53 0.01 -2.94
69 H -6.02 -2.20 -1.96
70 H -4.68 -3.08 -0.11
71 H -2.76 -5.13 0.37
72 H -1.56 -6.83 -0.82
73 H 0.84 -6.38 -1.73
74 H 1.82 -4.10 -1.22
75 H 0.56 -2.40 -0.01

Output
DFT total energy, Eh: -4715.315569
HOMO level, eV: -6.1
Frontier orbital gap, eV: 6.095
ΔE to the lowest compared entry with this formula, charge and spin, eV: 0.143



F_max (computed, eV/Å): 2.5, 0.5, 2.9